w | Computed, not measured: a structure of composition C35H56AsF9N3O2PPb, with ωB97M-V with the def2-TZVPD basis set.

HOMO energy (spin up / spin down) = -13.06 / -13.05 eV
Total charge = +2
Orbital gap (spin up / spin down) = 5.089 / 4.771 eV

Last column: Löwdin charge in e.
Positions of all 108 atoms, in Å:
Pb  -0.83583  0.56351  -0.48278  1.39
C  -0.47073  2.71611  2.88152  -0.13
C  -0.44853  1.39901  3.65172  -0.51
C  0.44997  1.54741  4.87722  -0.10
P  -0.05473  0.04261  2.39792  1.05
C  -1.01683  -1.44849  3.03862  -0.52
C  -0.50603  -2.73909  2.40822  -0.10
C  -1.16233  -1.58989  4.54942  -0.08
C  1.68297  -0.44039  2.71882  -0.24
C  2.13097  -0.88049  3.94442  -0.03
C  3.42477  -1.38219  4.12282  -0.19
C  3.89857  -1.83789  5.44912  0.00
C  4.28187  -1.42499  3.01022  0.02
C  3.86807  -1.00069  1.78072  0.04
C  2.56127  -0.45629  1.59802  -0.27
N  2.25167  0.23771  0.51812  0.17
C  2.88057  0.12181  -0.66118  -0.21
C  3.38007  1.32031  -1.25548  -0.18
C  3.37337  2.58311  -0.46558  -0.01
C  4.03177  1.25291  -2.46728  0.01
C  4.16997  0.05021  -3.15898  -0.22
C  4.84747  -0.00109  -4.47558  -0.01
C  3.63397  -1.11179  -2.59038  0.02
C  3.03227  -1.11969  -1.35498  -0.16
C  2.42507  -2.37579  -0.81638  -0.01
H  -0.84733  3.51211  3.52112  0.10
H  -1.13553  2.63821  2.02122  0.04
H  0.53427  2.98711  2.55962  0.07
H  -1.47593  1.18811  3.96572  0.11
H  1.50307  1.60471  4.60782  0.08
H  0.31017  0.75331  5.60562  0.07
H  0.18547  2.48091  5.37002  0.09
H  -2.00793  -1.24769  2.63562  0.07
H  0.49597  -2.99049  2.75272  0.08
H  -0.50173  -2.65949  1.32072  0.04
H  -1.17033  -3.55339  2.69382  0.09
H  -0.26713  -1.98969  5.01742  0.07
H  -1.97103  -2.29419  4.73672  0.10
H  -1.43903  -0.65369  5.02372  0.07
H  1.46637  -0.86919  4.79082  0.09
H  3.07837  -2.08449  6.11702  0.10
H  4.47407  -1.02869  5.90542  0.12
H  4.56427  -2.69359  5.36202  0.10
H  5.28817  -1.79489  3.14032  0.13
H  4.55997  -0.96019  0.95172  0.14
H  2.55957  2.58541  0.25342  0.07
H  3.31117  3.44511  -1.12438  0.09
H  4.30407  2.67851  0.09462  0.11
H  4.46437  2.15291  -2.87888  0.14
H  5.63047  0.74811  -4.54818  0.10
H  4.12207  0.20991  -5.26308  0.11
H  5.26547  -0.98489  -4.66798  0.10
H  3.73027  -2.03759  -3.13818  0.13
H  2.54157  -3.17729  -1.54088  0.09
H  1.36057  -2.21909  -0.62238  0.06
H  2.89467  -2.69179  0.11292  0.09
C  -1.47123  0.25731  -4.06188  -0.09
N  -0.66803  1.18491  -3.27298  -0.33
C  0.73877  1.03241  -3.62488  -0.09
C  -1.12433  2.55131  -3.54028  -0.19
C  -0.44113  3.60391  -2.67368  -0.19
N  -0.69723  3.43961  -1.24718  -0.32
C  0.24647  4.20671  -0.44198  -0.08
C  -2.06903  3.78051  -0.90138  -0.10
H  -1.32203  0.40861  -5.13828  0.11
H  -2.52443  0.40171  -3.82468  0.08
H  -1.17563  -0.76459  -3.82248  0.06
H  0.95237  1.45441  -4.61548  0.11
H  1.00157  -0.02339  -3.63838  0.09
H  1.37127  1.52651  -2.89018  0.06
H  -2.20383  2.58361  -3.39418  0.12
H  -0.92133  2.80251  -4.59208  0.14
H  -0.77873  4.59221  -3.02118  0.14
H  0.63727  3.54901  -2.83148  0.11
H  -0.12773  5.21321  -0.23438  0.10
H  1.19857  4.29991  -0.95918  0.07
H  0.40827  3.69951  0.50612  0.05
H  -2.29623  4.82671  -1.14068  0.11
H  -2.21573  3.63281  0.16482  0.07
H  -2.76083  3.13961  -1.44178  0.07
C  -2.48843  -4.27829  -0.32888  -0.18
As  -1.68153  -3.08139  -1.61658  1.05
C  -0.25833  -4.15669  -2.40158  -0.19
C  -2.93013  -2.72549  -3.06008  -0.18
O  -0.91763  -1.73739  -0.98138  -0.71
H  -2.94653  -5.06579  -0.92668  0.05
H  -3.24523  -3.80149  0.28532  0.03
H  -1.71793  -4.72169  0.30152  0.04
H  -0.70013  -4.98159  -2.95718  0.05
H  0.39817  -4.55559  -1.62718  0.04
H  0.31587  -3.53529  -3.08778  0.04
H  -3.84663  -3.27879  -2.87448  0.05
H  -2.49943  -3.05219  -4.00708  0.06
H  -3.15993  -1.66709  -3.09968  0.00
F  -6.34033  -0.25859  -0.96378  0.21
C  -5.02383  -0.31779  -1.05848  -0.55
F  -4.66563  0.20021  -2.23468  0.16
F  -4.67883  -1.61899  -1.11488  0.13
C  -4.25763  0.37871  0.10222  -0.31
O  -2.97663  0.57371  -0.23978  -0.34
C  -4.92033  1.75061  0.42682  -0.56
F  -4.08433  2.46891  1.18702  0.15
F  -5.11733  2.44011  -0.69708  0.18
F  -6.07153  1.66051  1.07532  0.20
C  -4.39383  -0.54779  1.34252  -0.55
F  -3.62193  -1.63829  1.18062  0.12
F  -5.62533  -0.98089  1.56302  0.21
F  -3.96013  0.04891  2.45612  0.17

x | Computed, not measured: a structure of composition C35H56AsF9N3O2PPb, with ωB97M-V with the def2-TZVPD basis set.

HOMO energy (spin up / spin down) = -13.21 / -13.28 eV
Total charge = +2
Orbital gap (spin up / spin down) = 5.704 / 5.670 eV

Last column: Löwdin charge in e.
Positions of all 108 atoms, in Å:
Pb  0.91276  0.09881  -1.36602  1.47
C  1.15634  3.20785  2.03142  -0.13
C  -0.37144  3.22643  2.11636  -0.54
C  -0.81538  3.64848  3.51482  -0.10
P  -1.05808  1.63460  1.38521  1.08
C  -2.49521  2.22317  0.35818  -0.57
C  -3.41690  3.32430  0.87740  -0.09
C  -3.29893  1.00353  -0.09810  -0.12
C  -1.89970  0.75116  2.78024  -0.25
C  -2.84987  1.32287  3.59411  -0.04
C  -3.44412  0.64312  4.67235  -0.20
C  -4.50649  1.29682  5.48961  -0.01
C  -3.04243  -0.67451  4.94828  0.01
C  -2.11518  -1.29055  4.15920  0.03
C  -1.54499  -0.61735  3.03413  -0.27
N  -0.88826  -1.30387  2.09859  0.20
C  -0.23334  -2.45505  2.24297  -0.18
C  -0.41889  -3.40251  1.16857  -0.14
C  -1.43269  -3.12019  0.10699  -0.02
C  0.25535  -4.59547  1.20938  0.03
C  1.15937  -4.88807  2.23832  -0.20
C  1.90101  -6.18094  2.26381  -0.01
C  1.37083  -3.94036  3.25517  0.01
C  0.69307  -2.74971  3.31248  -0.18
C  1.05788  -1.77200  4.39730  -0.02
H  1.54813  4.21142  2.20546  0.09
H  1.50063  2.88034  1.04887  0.04
H  1.58976  2.55184  2.78950  0.08
H  -0.72813  3.97332  1.39918  0.09
H  -0.70599  2.84099  4.23951  0.08
H  -1.84678  3.99868  3.54078  0.07
H  -0.18796  4.47495  3.85316  0.09
H  -1.95454  2.61067  -0.51534  0.06
H  -4.13039  2.94031  1.60636  0.07
H  -4.01004  3.71578  0.04741  0.09
H  -2.88273  4.16558  1.31982  0.07
H  -3.80716  0.53401  0.74680  0.08
H  -2.66574  0.25095  -0.57147  0.05
H  -4.06960  1.29866  -0.81313  0.08
H  -3.14707  2.34681  3.42643  0.09
H  -4.43749  2.38211  5.44994  0.09
H  -4.46609  0.97005  6.52783  0.10
H  -5.48887  1.01054  5.10149  0.11
H  -3.49456  -1.20838  5.77445  0.13
H  -1.87432  -2.33346  4.31511  0.13
H  -2.40265  -2.88032  0.54297  0.10
H  -1.54497  -3.97615  -0.55216  0.09
H  -1.13018  -2.26320  -0.49903  0.05
H  0.07897  -5.32944  0.43296  0.13
H  1.55846  -6.86126  1.48847  0.09
H  1.79619  -6.66420  3.23663  0.10
H  2.96999  -6.00300  2.11907  0.10
H  2.10536  -4.15754  4.02277  0.14
H  0.65815  -2.10311  5.35726  0.10
H  0.69330  -0.76483  4.21520  0.07
H  2.14183  -1.73075  4.50536  0.09
C  2.81752  -0.55557  1.61675  -0.11
N  3.39356  -0.63774  0.27698  -0.31
C  4.44630  -1.65585  0.28405  -0.07
C  3.92049  0.66874  -0.11444  -0.23
C  4.31062  0.73526  -1.58213  -0.17
N  3.22108  0.32929  -2.50366  -0.35
C  3.50967  -0.99876  -3.07581  -0.07
C  3.06914  1.31277  -3.58887  -0.09
H  3.53752  -0.16500  2.35017  0.11
H  2.51359  -1.55306  1.93101  0.07
H  1.93581  0.08830  1.61307  0.05
H  4.91640  -1.75036  -0.69163  0.07
H  4.01171  -2.62079  0.54426  0.09
H  5.22930  -1.41547  1.01669  0.10
H  4.79927  0.93016  0.49439  0.14
H  3.15803  1.42704  0.09387  0.09
H  5.19075  0.11300  -1.75699  0.12
H  4.60433  1.75971  -1.81313  0.13
H  4.45350  -0.98263  -3.62995  0.11
H  2.71111  -1.29849  -3.74428  0.06
H  3.57032  -1.74007  -2.28132  0.08
H  3.98878  1.39778  -4.17691  0.11
H  2.82005  2.28733  -3.16914  0.09
H  2.26242  0.99955  -4.24999  0.07
C  -0.85830  4.67767  -2.59432  -0.18
As  -0.82250  2.95401  -3.43996  1.02
C  0.09157  3.19666  -5.10362  -0.18
C  -2.65724  2.47230  -3.70666  -0.16
O  0.00720  1.90566  -2.42512  -0.71
H  -1.07984  5.44404  -3.33655  0.05
H  0.11592  4.87270  -2.15012  0.05
H  -1.62630  4.69617  -1.82257  0.03
H  -0.51391  3.83274  -5.74864  0.06
H  0.26241  2.24006  -5.58958  0.03
H  1.03971  3.68954  -4.89501  0.05
H  -3.19227  3.38218  -3.97825  0.06
H  -3.04549  2.08021  -2.76790  0.02
H  -2.76973  1.72848  -4.48938  0.05
F  -2.74285  -1.73423  -4.57757  0.18
C  -1.99583  -1.93969  -3.49096  -0.53
F  -2.43244  -3.05339  -2.90183  0.18
F  -2.24605  -0.91962  -2.64300  0.12
C  -0.44409  -1.98791  -3.78411  -0.31
O  0.24263  -1.52978  -2.71992  -0.34
C  -0.01167  -3.46658  -4.04025  -0.55
F  1.24782  -3.49793  -4.49328  0.18
F  -0.03880  -4.16045  -2.89700  0.16
F  -0.79195  -4.08551  -4.92482  0.19
C  -0.18262  -1.16022  -5.08034  -0.54
F  -0.73647  0.07021  -4.93672  0.12
F  -0.67508  -1.70383  -6.18171  0.21
F  1.12469  -0.95051  -5.27625  0.15

Most stable to least stable, the ends of the list are x and w.

w | Computed, not measured: the ion C6H12N3 with charge +1, with ωB97M-V with the def2-TZVPD basis set.

Structure (SMILES) = Cc1[nH]cc(N(C)C)[nH+]1
HOMO energy = -11.82 eV
Total charge = +1
Orbital gap = 9.040 eV

Last column: natural (NBO) charge in e.
Positions of all 21 atoms, in Å:
C  0.55845  -1.58624  0.20942  -0.17
C  -0.17262  -0.43736  0.04861  0.35
C  2.05553  0.04582  0.11618  0.43
C  3.35207  0.67051  0.02141  -0.68
C  -2.67322  -1.20381  0.22003  -0.39
C  -1.90254  1.31112  0.03911  -0.43
N  1.87281  -1.21838  0.23254  -0.42
N  0.77771  0.56724  0.01473  -0.51
N  -1.61454  -0.17081  0.06267  -0.41
H  0.30787  -2.64637  0.13131  0.25
H  3.98246  0.79218  0.96029  0.28
H  3.95595  0.00891  -0.65164  0.26
H  3.26350  1.60315  -0.47036  0.26
H  -2.12127  -2.07186  0.49947  0.21
H  -3.34916  -0.64995  0.96334  0.23
H  -3.04839  -1.31714  -0.78489  0.21
H  -1.57038  1.66153  -1.03055  0.19
H  -2.99148  1.45343  0.07572  0.25
H  -1.19285  1.89895  0.72308  0.20
H  2.60876  -1.85763  0.35389  0.44
H  0.50945  1.54498  -0.26024  0.46

x | Computed, not measured: the ion C6H12N3 with charge +1, with ωB97M-V with the def2-TZVPD basis set.

Structure (SMILES) = CNC1=C[N@@H+](CN)C=C1
HOMO energy = -12.01 eV
Total charge = +1
Orbital gap = 8.557 eV

Last column: natural (NBO) charge in e.
Positions of all 21 atoms, in Å:
C  0.31899  1.42831  0.70316  -0.21
C  -0.94392  1.54330  0.27303  -0.02
C  0.12499  0.05281  -1.08771  -0.24
C  1.01673  0.43035  -0.07546  0.19
C  -2.12143  -0.65871  -0.26483  -0.01
C  2.94929  -1.03994  -0.26438  -0.42
N  -1.13972  0.60156  -0.87726  -0.45
N  -2.63836  -0.45552  1.03425  -0.80
N  2.28116  0.11261  0.24486  -0.55
H  0.75267  2.01653  1.51189  0.26
H  -1.83553  1.94886  0.73682  0.25
H  0.40683  -0.74317  -1.77367  0.25
H  -2.82989  -0.90492  -1.04665  0.22
H  -1.68184  0.92565  -1.75219  0.46
H  -1.30965  -1.34635  -0.10927  0.22
H  3.25154  -0.90013  -1.26722  0.21
H  3.88316  -1.17877  0.17462  0.23
H  2.31343  -1.92273  -0.26239  0.20
H  -1.95558  -0.57048  1.67125  0.38
H  2.65703  0.53815  1.12413  0.41
H  -3.49990  0.12260  1.30700  0.42

y | Computed, not measured: the ion C6H12N3 with charge +1, with ωB97M-V with the def2-TZVPD basis set.

Structure (SMILES) = C=CN1CN=C(C)[C@@H]1[NH3+]
HOMO energy = -12.63 eV
Total charge = +1
Orbital gap = 8.935 eV

Last column: natural (NBO) charge in e.
Positions of all 21 atoms, in Å:
C  1.35560  0.77367  0.22371  0.23
C  -3.17020  -0.11068  0.44877  -0.44
C  -2.38576  0.88824  0.10146  0.01
C  -0.26946  2.03436  -0.56772  -0.08
C  0.12107  -0.09701  0.27750  0.08
C  2.65382  0.29829  0.75279  -0.68
N  1.11162  1.90406  -0.28071  -0.32
N  -0.93245  0.81352  -0.06585  -0.46
N  0.23648  -1.24462  -0.85336  -0.72
H  -4.22821  0.05235  0.52911  0.24
H  -2.81466  -1.09654  0.68904  0.19
H  -2.73846  1.87461  -0.13879  0.22
H  -0.64075  2.92923  -0.05926  0.23
H  -0.41290  2.18110  -1.64611  0.21
H  -0.05197  -0.66872  1.18949  0.23
H  3.21684  1.14329  1.14047  0.28
H  3.26016  -0.16052  -0.02825  0.24
H  2.49900  -0.42594  1.54926  0.23
H  -0.59193  -1.85139  -0.81960  0.44
H  1.08369  -1.80432  -0.70612  0.44
H  0.28124  -0.79484  -1.77750  0.44

Most stable to least stable, the ends of the list are w and x.

w | Computed, not measured: the ion C6H12N3 with charge +1, with ωB97M-V with the def2-TZVPD basis set.

Structure (SMILES) = CC/N=C/N1C=[NH+]CC1
HOMO energy = -13.20 eV
Total charge = +1
Orbital gap = 9.880 eV

Last column: natural (NBO) charge in e.
Positions of all 21 atoms, in Å:
C  -0.12357  1.73769  0.00268  0.42
C  0.32195  0.03092  -1.56794  0.25
C  2.10053  1.34747  -0.21132  -0.23
C  1.84557  2.39727  0.89168  -0.24
C  -1.98801  -2.08399  -2.52859  -0.63
C  -1.62747  -1.51813  -1.16445  -0.24
N  0.76316  1.12705  -0.74774  -0.37
N  0.38471  2.39835  1.00487  -0.51
N  -0.61610  -0.54988  -1.01338  -0.40
H  -1.17491  1.66515  -0.20446  0.26
H  -0.09824  3.06968  1.57930  0.45
H  0.86171  -0.12198  -2.49896  0.20
H  2.77978  1.68879  -0.99154  0.24
H  2.48350  0.40870  0.19722  0.23
H  2.30509  2.13679  1.84507  0.24
H  2.20233  3.38781  0.59177  0.23
H  -2.90804  -2.65408  -2.41752  0.23
H  -2.16212  -1.28189  -3.24155  0.21
H  -1.21712  -2.74354  -2.91091  0.22
H  -1.35710  -2.32431  -0.47154  0.24
H  -2.51589  -1.04260  -0.72127  0.21

x | Computed, not measured: the ion C6H12N3 with charge +1, with ωB97M-V with the def2-TZVPD basis set.

Structure (SMILES) = [H]/N=C(\C)N=[N+]=C(C)CC
HOMO energy = -14.71 eV
Total charge = +1
Orbital gap = 9.350 eV

Last column: natural (NBO) charge in e.
Positions of all 21 atoms, in Å:
C  1.05789  -1.86061  0.57509  0.38
C  -0.33821  0.80976  -0.89451  0.32
C  1.61325  -3.18645  0.32428  -0.67
C  -1.42848  1.02175  -1.87726  -0.67
C  -0.75752  1.90089  1.31770  -0.60
C  -0.03212  1.98678  0.02541  -0.41
N  1.14953  -1.01689  -0.55382  -0.02
N  0.39923  -0.15072  -0.82113  0.10
N  0.45431  -1.24362  1.47950  -0.58
H  0.96647  -3.43201  -0.53796  0.25
H  1.52600  -3.83383  1.13231  0.26
H  2.62832  -3.05809  -0.20194  0.28
H  -0.98044  1.25394  -2.76457  0.26
H  -2.01722  1.93023  -1.60701  0.26
H  -2.07349  0.13441  -2.22426  0.27
H  -0.39548  1.24246  2.04561  0.24
H  -1.77345  1.46538  0.96762  0.20
H  -1.06558  2.84976  1.71922  0.25
H  1.11203  2.12639  0.03915  0.24
H  -0.41298  2.81233  -0.59514  0.24
H  0.36792  -1.75185  2.45172  0.39

Most stable to least stable, the ends of the list are w and x.